1.
{"formula": "C11H20N6O5PSTi", "method": "ωB97M-V/def2-TZVPD", "multiplicity": 3, "relative_energy_ev": 0.000, "charge": 1, "total_energy_ev": -74141.8212, "gap_ev": [7.7, 6.1], "symbols": ["Ti", "N", "N", "C", "N", "S", "H", "H", "H", "H", "H", "N", "C", "C", "C", "N", "C", "N", "O", "O", "C", "C", "O", "P", "O", "C", "C", "O", "C", "C", "H", "H", "H", "H", "H", "H", "H", "H", "H", "H", "H", "H", "H", "H", "H"], "xyz": [[1.4361, -0.1124, -1.0762], [3.9555, -0.5773, -0.8870], [4.0742, -1.9459, -0.5821], [3.1257, -2.5424, 0.1668], [3.2507, -3.8305, 0.4059], [1.8002, -1.6748, 0.8492], [4.3447, -0.4168, -1.8122], [4.4905, -0.0308, -0.2139], [4.9401, -2.4119, -0.8125], [4.0086, -4.3749, 0.0226], [2.4527, -4.3395, 0.7875], [0.3076, -1.4890, -2.0803], [-0.3613, -2.3327, -1.6033], [-1.0705, -3.3118, -0.9700], [-2.4594, -3.1640, -0.7225], [-3.5780, -2.9858, -0.5241], [-0.2601, -4.3473, -0.4230], [0.4760, -5.1156, 0.0172], [2.1213, 0.8600, -2.6513], [1.9496, 1.6930, -1.6451], [-1.8152, 2.8314, -2.2512], [-2.0894, 1.3521, -2.1768], [-1.9899, 0.8453, -0.8204], [-0.6782, 0.7521, 0.0423], [-0.6921, 2.1512, 0.7853], [0.4088, 2.6246, 1.5961], [0.0580, 4.0034, 2.0903], [-0.9870, -0.3876, 1.0754], [-2.3013, -0.7126, 1.6699], [-2.8492, 0.4073, 2.5086], [-2.0344, 3.1846, -3.2600], [-0.7759, 3.0846, -2.0353], [-2.4479, 3.3770, -1.5526], [-1.4209, 0.7568, -2.8068], [-3.1120, 1.1230, -2.4707], [1.3159, 2.6337, 0.9822], [0.5563, 1.9240, 2.4227], [-0.1504, 4.6693, 1.2546], [0.8869, 4.4194, 2.6616], [-0.8194, 3.9677, 2.7342], [-2.0878, -1.6003, 2.2612], [-2.9539, -0.9901, 0.8421], [-2.1613, 0.6874, 3.3063], [-3.7721, 0.0548, 2.9719], [-3.0920, 1.2917, 1.9236]], "atomic_forces_ev_per_a": [[0.4, -0.8, 0.6], [-0.2, -0.1, 0.0], [-0.1, 0.2, 0.0], [-0.1, 0.1, 0.0], [-0.2, -0.2, 0.2], [0.2, 0.1, -0.2], [0.0, 0.0, 0.0], [-0.1, 0.1, 0.0], [0.0, -0.1, 0.0], [0.0, 0.0, 0.0], [0.1, 0.1, -0.1], [-0.2, 0.0, 0.0], [-0.2, 0.1, 0.1], [0.4, -0.1, -0.1], [0.1, 0.0, -0.1], [-0.1, 0.0, 0.0], [-0.3, 0.1, 0.0], [0.2, 0.0, 0.1], [0.1, 0.5, 0.1], [0.1, 0.2, -0.4], [0.0, 0.2, -0.1], [0.0, -0.1, 0.0], [-0.2, -0.1, 0.0], [0.0, 0.0, -0.2], [0.0, 0.2, 0.0], [0.0, -0.2, 0.0], [0.0, 0.0, 0.0], [-0.1, 0.0, 0.2], [0.2, -0.1, -0.3], [-0.1, 0.0, 0.1], [0.0, 0.0, 0.0], [0.0, -0.1, 0.0], [0.0, 0.0, 0.0], [0.0, 0.1, 0.0], [0.0, 0.0, 0.0], [0.0, 0.0, 0.0], [0.0, 0.1, 0.0], [0.0, 0.0, 0.0], [0.0, 0.0, 0.0], [0.0, 0.0, 0.0], [0.0, 0.0, 0.0], [0.0, 0.1, 0.2], [0.0, 0.0, 0.0], [0.0, 0.0, 0.0], [0.0, 0.0, -0.1]], "lowdin_charge": [0.7334, 0.0133, -0.0510, -0.7564, 0.1517, 0.7397, 0.1202, 0.1263, 0.1675, 0.1357, 0.0801, 0.0516, -0.1868, -0.2402, -0.2058, 0.1745, -0.2032, 0.1536, -0.1834, -0.2155, -0.0656, -0.2325, -0.2384, 0.6496, -0.2531, -0.2632, -0.0571, -0.3178, -0.2116, -0.0633, 0.0909, 0.0695, 0.0908, 0.1076, 0.1301, 0.1063, 0.1224, 0.0861, 0.0874, 0.0863, 0.1279, 0.0864, 0.0853, 0.0930, 0.0776]}

***

2.
{"formula": "C20H15AsCoN2O12S", "method": "ωB97M-V/def2-TZVPD", "multiplicity": 2, "relative_energy_ev": 0.000, "charge": -2, "total_energy_ev": -157833.4161, "gap_ev": [7.2, 7.0], "symbols": ["Co", "O", "N", "N", "O", "C", "C", "C", "C", "C", "C", "H", "H", "H", "H", "H", "O", "As", "O", "O", "C", "C", "C", "C", "C", "C", "S", "O", "O", "O", "H", "H", "H", "H", "H", "O", "C", "O", "C", "C", "C", "C", "O", "C", "O", "C", "C", "H", "H", "H", "H", "H"], "xyz": [[0.2640, -1.8246, 1.2016], [1.9870, -1.7941, 0.7271], [2.5557, -0.6134, 0.8887], [1.7567, 0.3783, 0.5711], [0.4700, 0.1379, 0.3249], [2.2593, 1.6431, 0.5086], [3.5831, 1.8858, 0.9312], [4.1175, 3.1456, 0.8247], [3.3671, 4.1974, 0.3013], [2.0528, 3.9640, -0.0974], [1.4960, 2.7099, 0.0017], [4.1424, 1.0630, 1.3448], [5.1361, 3.3220, 1.1524], [3.8045, 5.1828, 0.2100], [1.4630, 4.7846, -0.4875], [0.4812, 2.5229, -0.3125], [-3.0915, -0.0486, 0.0101], [-2.5576, -0.4448, 1.7333], [-4.0064, -0.6425, 2.4118], [-1.5823, -1.7415, 1.3692], [-1.6713, 1.2788, 2.0467], [-2.0571, 2.4386, 1.3922], [-1.3489, 3.6129, 1.5981], [-0.2343, 3.6199, 2.4252], [0.1530, 2.4553, 3.0728], [-0.5899, 1.3087, 2.8919], [-0.2877, -0.2004, 3.7850], [0.3444, 0.1758, 5.0352], [-1.6014, -0.7897, 3.9557], [0.6416, -1.0094, 2.9654], [-2.3449, -0.2745, -0.5473], [-2.9103, 2.3922, 0.7275], [-1.6523, 4.5266, 1.1005], [0.3363, 4.5293, 2.5557], [1.0211, 2.4146, 3.7145], [0.0135, -5.7974, -0.2100], [-0.0522, -4.5748, -0.3146], [0.2107, -3.7407, 0.5940], [-0.4828, -4.0172, -1.6832], [-0.9044, -4.9126, -2.6568], [-1.3314, -4.4908, -3.9117], [-1.3212, -3.1371, -4.1443], [-1.6909, -2.4451, -5.2876], [-1.5336, -1.0807, -4.9638], [-0.9779, -0.9513, -3.6852], [-0.8929, -2.2331, -3.1750], [-0.4634, -2.6456, -1.9389], [-0.8930, -5.9624, -2.4061], [-1.6635, -5.1833, -4.6687], [-2.5202, -0.5809, -4.9950], [-0.8708, -0.6042, -5.7075], [-0.1252, -1.9491, -1.1806]], "atomic_forces_ev_per_a": [[-2.0, -0.6, -0.5], [3.3, 2.1, 0.7], [-1.0, -0.4, -1.6], [-1.5, -3.9, 0.7], [1.1, 0.4, -0.1], [1.3, 2.6, -0.1], [-0.7, -0.4, -0.1], [0.1, 0.5, -0.1], [-0.2, -0.2, 0.0], [0.6, 0.4, 0.0], [0.1, -1.2, 0.1], [0.1, 0.0, 0.0], [0.0, 0.0, 0.0], [0.0, 0.0, 0.0], [-0.1, 0.0, 0.0], [-0.1, -0.1, 0.1], [0.2, 0.3, 0.6], [-1.4, 0.3, -1.6], [-0.6, 0.0, 0.7], [-0.3, -0.3, 0.1], [-0.2, -0.4, -0.2], [-0.2, -0.2, -0.1], [0.0, 0.1, 0.1], [0.0, -0.1, 0.1], [0.2, 0.2, 0.2], [-0.1, -0.3, 0.2], [1.1, 0.0, 1.5], [0.1, 0.2, -0.2], [0.0, 0.1, -0.3], [0.0, 0.4, 0.2], [0.2, -0.1, -0.3], [0.0, 0.1, 0.0], [0.0, 0.0, 0.0], [0.1, 0.0, 0.0], [0.0, 0.1, 0.1], [0.0, -0.5, 0.0], [0.0, 0.3, -0.2], [0.1, 0.4, 0.1], [0.0, -0.2, 0.2], [0.1, 0.0, 0.2], [-0.1, 0.3, -0.3], [0.2, 0.4, 0.4], [0.1, -0.5, 0.1], [-0.4, 0.9, -0.7], [0.2, 0.0, 0.4], [-0.2, -0.6, -0.4], [0.0, 0.3, 0.0], [0.0, -0.1, 0.1], [-0.1, -0.1, -0.1], [0.2, -0.2, 0.1], [-0.1, -0.1, 0.2], [-0.1, 0.0, -0.1]], "lowdin_charge": [0.5421, -0.1891, 0.0640, -0.1977, -0.1204, -0.1797, -0.0168, -0.1066, -0.1098, -0.1016, -0.0167, 0.1023, 0.0940, 0.0860, 0.1004, 0.1118, -0.2957, 0.8755, -0.4772, -0.4543, -0.2287, -0.0770, -0.1058, -0.1104, -0.0621, -0.2819, 0.4945, -0.3290, -0.3358, -0.3454, -0.0068, 0.1018, 0.0932, 0.0964, 0.1145, -0.0083, -0.6096, -0.0512, -0.1012, -0.0351, -0.0120, -0.2121, 0.0051, -0.1966, 0.0262, -0.1813, 0.0787, 0.1055, 0.1029, 0.1332, 0.1287, 0.0991]}